Version A
Entry from OMol25: one molecule with the formula N2 (ωB97M-V/def2-TZVPD).

Geometry (Å):
N 0.00 0.00 0.66
N 0.00 0.00 -0.66

Calculated values
molecular weight = 28.01 g/mol
E_LUMO = -0.00991 hartree
orbital gap = 13.658 eV
structure (SMILES) = N#N

Formally, the Mulliken partial charges of the atoms, in units of the elementary charge, are as follows:
1. N 0.000
2. N 0.000

***

Version B
Entry from OMol25: one molecule with the formula N2 (ωB97M-V/def2-TZVPD).

Geometry (Å):
N 0.54 -0.03 0.01
N -0.54 0.03 -0.01

Calculated values
molecular weight = 28.01 g/mol
E_LUMO = 0.07490 hartree
orbital gap = 16.856 eV
structure (SMILES) = N#N

Formally, the Mulliken partial charges of the atoms, in units of the elementary charge, are as follows:
1. N 0.000
2. N 0.000

***

Here is how they stack up, most stable first: version B, version A.

***

Version A
Entry from OMol25: C2H9NO as an isolated structure (ωB97M-V/def2-TZVPD).

Geometry (Å):
N 2.08 0.02 -0.20
H 2.58 -0.40 0.61
H 1.14 3.46 -0.43
H 1.20 -0.51 -0.26
H 2.57 -0.15 -1.07
C -1.18 -0.30 -0.32
O -0.69 -1.46 0.27
C -1.03 0.88 0.49
H -1.02 -0.18 -1.43
H -2.33 -0.45 -0.39
H -1.50 1.80 0.08
H -0.29 0.96 1.38
H 1.94 3.49 -0.34

Calculated values
molecular weight = 63.10 g/mol
E_LUMO = -0.07578 hartree
orbital gap = 6.509 eV

Mulliken atomic charge list, values in e, 8 entries:
1. N -0.629
2. H 0.218
3. H -0.148
4. H 0.221
5. H 0.214
6. C -0.441
7. O -0.683
8. C -0.164

***

Version B
Entry from OMol25: a 3-piece molecular cluster, C2H9NO overall (ωB97M-V/def2-TZVPD).

Geometry (Å):
H 5.43 0.85 3.49
H 6.13 1.11 3.45
C -0.66 -1.53 -1.73
C 0.52 -0.67 -1.94
O 0.24 -1.27 -0.68
H -0.66 -2.52 -2.15
H -1.59 -0.99 -1.64
H 1.37 -1.08 -2.47
H 0.36 0.40 -1.95
N -2.75 1.68 1.41
H -2.30 1.28 2.21
H -3.74 1.50 1.42
H -2.36 1.24 0.58

Calculated values
molecular weight = 63.10 g/mol
E_LUMO = 0.03457 hartree
orbital gap = 10.937 eV
structure (SMILES) = [H][H].C1CO1.N

Mulliken atomic charge list, values in e, 8 entries:
1. H -0.006
2. H 0.006
3. C -0.256
4. C -0.257
5. O -0.374
6. H 0.252
7. H 0.184
8. H 0.237

***

Version C
Entry from OMol25: a 3-piece molecular cluster, C2H9NO overall (ωB97M-V/def2-TZVPD).

Geometry (Å):
H -0.60 1.01 5.33
H -0.25 1.53 4.93
C -1.15 -0.92 -0.56
C -0.93 -2.21 0.11
O -1.34 -1.05 0.85
H -2.08 -0.76 -1.09
H -0.27 -0.35 -0.82
H -1.74 -2.92 0.09
H 0.12 -2.48 0.22
N 2.72 3.09 -1.20
H 2.74 4.10 -1.17
H 3.70 2.82 -1.14
H 2.53 2.90 -2.19

Calculated values
molecular weight = 63.10 g/mol
E_LUMO = 0.03886 hartree
orbital gap = 11.293 eV
structure (SMILES) = [H][H].C1CO1.N

Mulliken atomic charge list, values in e, 8 entries:
1. H 0.000
2. H 0.001
3. C -0.245
4. C -0.269
5. O -0.372
6. H 0.214
7. H 0.212
8. H 0.231

***

Version D
Entry from OMol25: a 2-piece molecular cluster, C2H9NO overall (ωB97M-V/def2-TZVPD).

Geometry (Å):
N 1.94 -0.50 -0.09
C 2.36 -1.25 1.12
O 1.28 -1.21 2.11
H 1.81 0.40 0.31
H 2.72 -0.47 -0.77
H 3.41 -0.92 1.41
H 2.65 -2.29 0.98
H 1.52 -1.73 2.86
C -5.02 2.61 -2.80
H -3.95 2.21 -2.42
H -5.17 1.68 -3.51
H -5.72 2.58 -1.99
H -5.16 3.61 -3.08

Calculated values
molecular weight = 63.10 g/mol
E_LUMO = 0.03250 hartree
orbital gap = 10.342 eV
structure (SMILES) = NCO.C

Mulliken atomic charge list, values in e, 8 entries:
1. N -0.569
2. C -0.263
3. O -0.509
4. H 0.232
5. H 0.247
6. H 0.254
7. H 0.318
8. H 0.290

***

Here is how they stack up, most stable first: version D, version B, version C, version A.

***

Version A
Entry from OMol25: C2H9NO as an isolated structure (ωB97M-V/def2-TZVPD).

Geometry (Å):
N -1.15 -5.35 3.17
H -0.47 -4.84 3.76
H 4.93 -2.80 -1.45
H -1.66 -5.59 4.03
H -0.55 -6.12 2.88
C -0.48 3.76 -2.18
O -0.64 5.12 -1.97
C -1.27 4.19 -1.06
H -1.04 3.26 -3.03
H 0.54 3.38 -2.04
H -2.31 4.11 -1.09
H -0.89 4.29 -0.06
H 4.98 -3.41 -0.95

Calculated values
molecular weight = 63.10 g/mol
E_LUMO = 0.04579 hartree
orbital gap = 11.599 eV

Mulliken atomic charge list, values in e, 8 entries:
1. N -0.661
2. H 0.217
3. H 0.000
4. H 0.221
5. H 0.223
6. C -0.174
7. O -0.368
8. C -0.281

***

Version B
Entry from OMol25: a 2-piece molecular cluster, C2H9NO overall (ωB97M-V/def2-TZVPD).

Geometry (Å):
C 0.28 0.06 -0.42
C 0.44 -0.45 0.97
N 1.88 -0.67 1.24
H 0.99 0.90 -0.53
H -0.75 0.46 -0.55
H 0.47 -0.68 -1.21
H -0.08 0.19 1.71
H -0.10 -1.42 0.94
H 2.05 -0.93 2.22
H 2.42 0.18 1.07
O -2.42 0.50 -2.07
H -3.34 0.73 -1.79
H -1.85 1.13 -1.59

Calculated values
molecular weight = 63.10 g/mol
E_LUMO = 0.03258 hartree
orbital gap = 10.214 eV
structure (SMILES) = CCN.O

Mulliken atomic charge list, values in e, 8 entries:
1. C -0.729
2. C -0.332
3. N -0.580
4. H 0.351
5. H -0.033
6. H 0.282
7. H 0.267
8. H 0.235

***

Version C
Entry from OMol25: a 2-piece molecular cluster, C2H9NO overall (ωB97M-V/def2-TZVPD).

Geometry (Å):
C 0.71 1.08 1.27
C 0.53 1.12 -0.25
O -0.65 0.53 -0.72
H 1.70 1.53 1.42
H 0.77 0.05 1.64
H -0.02 1.66 1.83
H 0.45 2.17 -0.53
H 1.44 0.73 -0.74
H -0.74 -0.46 -0.84
N -1.04 -2.00 -0.77
H -1.51 -2.92 -0.80
H -0.86 -1.77 0.19
H -0.78 -1.73 -1.70

Calculated values
molecular weight = 63.10 g/mol
E_LUMO = 0.03455 hartree
orbital gap = 10.695 eV
structure (SMILES) = CCO.N

Mulliken atomic charge list, values in e, 8 entries:
1. C -0.852
2. C -0.322
3. O -0.563
4. H 0.303
5. H 0.269
6. H 0.249
7. H 0.255
8. H 0.287

***

Here is how they stack up, most stable first: version B, version C, version A.

***

Version A
Entry from OMol25: one molecule with the formula C15H19NO3 (ωB97M-V/def2-TZVPD).

Geometry (Å):
C -3.62 -1.63 -0.28
C -2.58 -0.64 -0.80
C -1.25 -0.57 -0.33
C -0.71 -1.57 0.69
O -0.50 -2.91 0.18
C 0.43 -3.50 0.93
O 0.72 -4.67 0.94
C 1.06 -2.50 1.94
C 2.55 -2.70 2.32
C 0.65 -1.14 1.29
C 1.70 -0.59 0.31
C 1.12 0.04 -0.94
C -0.31 0.53 -0.81
C -0.48 1.71 0.17
C -0.68 1.10 -2.17
C -1.94 1.04 -2.63
C -2.97 0.32 -1.85
N -4.21 0.66 -2.25
O -5.40 0.24 -1.60
H -4.36 -1.17 0.36
H -3.11 -2.40 0.29
H -4.12 -2.11 -1.15
H -1.42 -1.66 1.48
H 0.49 -2.65 2.87
H 2.68 -3.62 2.88
H 3.20 -2.74 1.42
H 2.96 -1.94 2.99
H 0.53 -0.40 2.07
H 2.35 -1.37 -0.04
H 2.31 0.15 0.85
H 1.77 0.80 -1.29
H 1.16 -0.70 -1.76
H -0.27 1.42 1.19
H 0.23 2.53 -0.06
H -1.50 2.14 0.19
H 0.08 1.57 -2.79
H -2.21 1.44 -3.58
H -6.11 0.35 -2.24

Calculated values
molecular weight = 261.32 g/mol
E_LUMO = 0.00496 hartree
orbital gap = 8.687 eV
structure (SMILES) = CC1=C2[C@H]3OC(=O)[C@@H](C)[C@H]3CC[C@@]2(C)C=C/C1=N/O

Mulliken atomic charge list, values in e, 8 entries:
1. C -1.840
2. C 1.655
3. C -0.518
4. C -0.664
5. O -0.383
6. C 0.558
7. O -0.622
8. C -0.103

***

Version B
Entry from OMol25: one molecule with the formula C15H19NO3 (ωB97M-V/def2-TZVPD).

Geometry (Å):
C -0.11 -2.04 2.06
C -1.13 -1.32 1.64
C -1.10 0.17 1.49
N -1.33 0.59 0.12
C -2.68 1.00 -0.24
C -3.65 -0.14 -0.19
C -4.70 -0.18 0.60
C -0.37 0.56 -0.84
O -0.61 0.88 -2.00
C 1.00 0.15 -0.38
C 1.79 1.10 0.29
O 1.41 2.38 0.58
C 0.67 3.14 -0.35
C 3.05 0.75 0.78
C 3.54 -0.52 0.59
C 2.79 -1.45 -0.09
C 1.52 -1.13 -0.58
O 0.92 -2.19 -1.19
C -0.34 -2.09 -1.81
H -0.17 -3.11 2.15
H 0.83 -1.59 2.33
H -2.07 -1.79 1.37
H -0.14 0.56 1.85
H -1.90 0.61 2.10
H -2.62 1.38 -1.26
H -3.00 1.80 0.43
H -3.42 -0.96 -0.86
H -5.38 -1.01 0.61
H -4.94 0.63 1.27
H 0.89 2.85 -1.38
H 0.97 4.18 -0.20
H -0.41 3.06 -0.17
H 3.62 1.51 1.30
H 4.51 -0.79 0.97
H 3.15 -2.45 -0.27
H -0.34 -1.35 -2.62
H -0.53 -3.08 -2.23
H -1.13 -1.85 -1.09

Calculated values
molecular weight = 261.32 g/mol
E_LUMO = 0.03214 hartree
orbital gap = 9.126 eV
structure (SMILES) = C=CCN(CC=C)C(=O)c1c(OC)cccc1OC

Mulliken atomic charge list, values in e, 8 entries:
1. C -0.942
2. C 0.024
3. C -0.673
4. N 0.475
5. C -0.944
6. C -0.022
7. C -0.839
8. C -0.325

***

Here is how they stack up, most stable first: version B, version A.

***

Version A
Entry from OMol25: a 2-piece molecular cluster, C6H16NO overall (ωB97M-V/def2-TZVPD).

Geometry (Å):
C -2.13 -0.86 -0.57
C -0.73 -0.47 -0.18
C 0.15 -1.66 0.17
C 1.62 -1.33 0.45
C 2.21 0.94 1.30
C 1.84 -0.31 1.52
N -0.12 0.41 -1.24
H -2.74 -1.08 0.31
H -2.61 -0.11 -1.22
H -2.14 -1.78 -1.16
H -0.74 0.18 0.71
H -0.34 -2.10 1.04
H 0.09 -2.45 -0.58
H 2.07 -0.98 -0.49
H 2.14 -2.27 0.65
H 2.45 1.29 0.30
H 2.34 1.65 2.11
H 1.69 -0.67 2.54
H 0.81 0.75 -0.95
H -0.76 1.21 -1.39
H -0.04 -0.09 -2.12
H -1.86 3.41 -1.16
H -2.81 2.42 -0.55
O -1.87 2.52 -0.80

Calculated values
molecular weight = 118.20 g/mol
E_LUMO = -0.10937 hartree
orbital gap = 10.477 eV
charge = +1

Mulliken atomic charge list, values in e, 8 entries:
1. C -1.478
2. C 0.305
3. C -0.898
4. C -0.840
5. C -0.822
6. C -0.014
7. N -0.121
8. H 0.371

***

Version B
Entry from OMol25: a 2-piece molecular cluster, C6H16NO overall (ωB97M-V/def2-TZVPD).

Geometry (Å):
C 2.88 0.24 0.06
C 1.40 0.38 -0.25
C 0.60 0.78 0.97
C -0.92 0.52 0.82
C -1.52 -0.33 1.64
C -1.61 1.51 -0.10
N 0.93 -0.97 -0.76
H 3.04 0.15 1.13
H 3.55 1.06 -0.23
H 3.44 -0.63 -0.32
H 1.25 1.09 -1.06
H 0.71 1.83 1.19
H 0.86 0.25 1.89
H -0.91 -0.94 2.32
H -2.55 -0.65 1.68
H -0.92 2.23 -0.53
H -2.15 1.02 -0.92
H -2.37 2.06 0.43
H 1.33 -1.72 -0.20
H 1.29 -1.20 -1.68
H -0.09 -1.19 -0.79
H -1.78 -1.94 -2.38
H -2.54 -1.50 -1.10
O -1.68 -1.47 -1.54

Calculated values
molecular weight = 118.20 g/mol
E_LUMO = -0.11472 hartree
orbital gap = 10.127 eV
charge = +1

Mulliken atomic charge list, values in e, 8 entries:
1. C -1.427
2. C 0.564
3. C -1.274
4. C 0.708
5. C -0.920
6. C -1.289
7. N -0.233
8. H 0.362

***

Here is how they stack up, most stable first: version A, version B.

***

Version A
Entry from OMol25: a 5-piece molecular cluster, C3H14O4 overall (ωB97M-V/def2-TZVPD).

Geometry (Å):
C 1.11 -0.05 -1.15
O -0.80 0.62 1.83
C 0.92 1.23 -0.45
C 2.19 1.47 -1.36
H 0.32 -0.31 -1.84
H 1.86 -0.77 -0.83
H -1.10 0.67 2.82
H 1.17 1.48 0.57
H 0.08 1.86 -0.76
H 2.28 1.29 -2.45
H 3.06 1.07 -0.81
H 2.29 2.59 -1.25
H -1.54 -1.06 -0.66
H -0.58 -2.08 -0.06
O -1.21 -2.06 -0.71
H 0.04 -0.60 1.78
H 0.35 -2.15 2.11
O 0.52 -1.48 1.46
H -1.57 0.47 0.68
H -2.83 0.99 0.09
O -2.15 0.50 -0.29

Calculated values
molecular weight = 114.14 g/mol
E_LUMO = -0.05829 hartree
orbital gap = 7.311 eV

Mulliken atomic charge list, values in e, 8 entries:
1. C -0.417
2. O -0.941
3. C 0.079
4. C -1.154
5. H 0.386
6. H 0.257
7. H 0.168
8. H 0.356

***

Version B
Entry from OMol25: a 4-piece molecular cluster, C3H14O4 overall (ωB97M-V/def2-TZVPD).

Geometry (Å):
C -0.23 -2.25 2.05
C 0.10 -1.72 0.67
C 1.11 -0.56 0.82
O 1.30 0.27 -0.31
H -0.75 -3.20 2.05
H -0.83 -1.53 2.62
H 0.69 -2.24 2.65
H 0.62 -2.54 0.14
H -0.73 -1.37 0.06
H 0.82 0.02 1.70
H 2.10 -1.01 0.95
H 0.57 0.16 -0.96
O -1.53 2.36 -0.82
H -1.97 3.16 -0.51
H -0.57 2.54 -0.99
O 0.93 2.80 -1.43
H 1.30 2.01 -1.04
H 1.00 2.66 -2.38
O -0.98 -0.08 -1.64
H -1.55 -0.23 -2.41
H -1.39 0.72 -1.24

Calculated values
molecular weight = 114.14 g/mol
E_LUMO = 0.02250 hartree
orbital gap = 10.697 eV
structure (SMILES) = CCCO.O.O.O

Mulliken atomic charge list, values in e, 8 entries:
1. C -1.276
2. C 0.015
3. C -0.677
4. O -0.618
5. H 0.350
6. H 0.342
7. H 0.318
8. H 0.205

***

Here is how they stack up, most stable first: version B, version A.

***

Version A
Entry from OMol25: a 2-piece molecular cluster, C3HClFO2 overall (ωB97M-V/def2-TZVPD).

Geometry (Å):
C -0.23 0.50 -0.97
C 1.05 0.69 -1.23
C 1.64 0.71 2.53
O 2.45 1.27 3.14
O 0.94 0.01 1.94
F -1.28 1.14 -0.15
Cl 1.69 2.11 -0.18
H -0.92 -0.07 -1.74

Calculated values
molecular weight = 123.49 g/mol
E_LUMO = 0.12826 hartree
orbital gap = 7.159 eV
charge = -1

Formally, the Mulliken partial charges of the atoms, in units of the elementary charge, are as follows:
1. C -0.103
2. C -0.442
3. C 0.716
4. O -0.412
5. O -0.338
6. F -0.318
7. Cl -0.336
8. H 0.234

***

Version B
Entry from OMol25: a 2-piece molecular cluster, C3HClFO2 overall (ωB97M-V/def2-TZVPD).

Geometry (Å):
C 0.05 1.37 -2.05
C 0.20 -0.97 0.48
C -0.69 -0.15 1.34
O 0.59 0.00 1.63
O -1.75 0.28 1.65
F 0.55 0.37 -2.73
Cl 0.36 -2.56 0.86
H 0.70 1.64 -1.17

Calculated values
molecular weight = 123.49 g/mol
E_LUMO = 0.12214 hartree
orbital gap = 6.186 eV
charge = -1

Formally, the Mulliken partial charges of the atoms, in units of the elementary charge, are as follows:
1. C -0.059
2. C -0.435
3. C 0.626
4. O -0.353
5. O -0.598
6. F -0.078
7. Cl -0.212
8. H 0.109

***

Here is how they stack up, most stable first: version A, version B.

***

Version A
Entry from OMol25: one molecule with the formula C5H7NS (ωB97M-V/def2-TZVPD).

Geometry (Å):
C -1.78 1.54 -0.18
C -0.83 0.67 0.12
S -1.01 -1.15 0.08
C 0.86 -1.47 -0.05
C 1.27 -0.10 -0.51
N 1.88 1.19 -0.09
C 0.61 0.78 0.51
H -1.60 2.63 -0.11
H -2.77 1.23 -0.50
H 1.25 -1.74 0.93
H 1.03 -2.25 -0.78
H 0.89 0.12 -1.53
H 2.60 1.13 0.63
H 0.75 0.36 1.49

Calculated values
molecular weight = 113.18 g/mol
E_LUMO = 0.03102 hartree
orbital gap = 9.424 eV
structure (SMILES) = C=C1SC[C@@H]2N[C@@H]12

Mulliken atomic charge list, values in e, 8 entries:
1. C -0.743
2. C 0.225
3. S -0.140
4. C -0.610
5. C -0.087
6. N -0.547
7. C -0.122
8. H 0.256

***

Version B
Entry from OMol25: one molecule with the formula C5H7NS (ωB97M-V/def2-TZVPD).

Geometry (Å):
C 2.34 0.09 0.18
C 0.99 0.06 -0.28
N 0.19 0.95 -0.61
C -1.17 0.55 -0.63
C -1.77 0.07 0.68
C -1.35 -0.93 -0.35
S 0.35 -1.59 -0.13
H 2.95 0.80 -0.48
H 2.70 -0.90 0.12
H 2.38 0.53 1.31
H -1.86 1.06 -1.35
H -0.97 0.28 1.51
H -2.72 0.41 0.88
H -2.06 -1.37 -0.86

Calculated values
molecular weight = 113.18 g/mol
E_LUMO = 0.03285 hartree
orbital gap = 9.616 eV
structure (SMILES) = CC1=N[C@@H]2C[C@@H]2S1

Mulliken atomic charge list, values in e, 8 entries:
1. C -0.997
2. C 0.640
3. N -0.616
4. C -0.079
5. C -0.617
6. C -0.374
7. S -0.246
8. H 0.277

***

Here is how they stack up, most stable first: version B, version A.